ORCA calculation (ωB97M-V/def2-TZVPD) on a structure of composition C16H23ClN4O13P3W at a distorted geometry.

The geometry in XYZ format:
```
61
Properties=species:S:1:pos:R:3:nbo_charge:R:1
W 1.34170 -0.53637 0.84481 2.026
C 4.37333 2.13062 2.54379 -0.654
C 3.86401 1.61746 1.20732 -0.346
O 4.45410 2.30107 0.11077 -0.767
P 4.01660 -0.29495 1.11428 2.311
O 4.69485 -1.22420 2.19484 -0.977
O 5.39618 -0.10552 0.25580 -1.021
O 3.12079 -1.03888 0.05379 -0.985
P 2.08082 1.95369 0.78711 2.326
O 1.98663 3.46520 0.33547 -0.979
O 0.83850 1.60468 1.60374 -1.028
O 1.88197 0.99005 -0.42371 -1.009
H 5.43212 1.88780 2.63958 0.241
H 3.83046 1.67415 3.37034 0.244
H 4.26247 3.21418 2.59481 0.228
H 5.16190 1.73662 -0.23991 0.526
H 4.08317 -1.63279 2.83817 0.542
H 5.86692 -0.92045 0.05514 0.523
H 2.81825 3.78668 -0.04531 0.541
O 2.63261 -2.67510 3.68966 -0.812
Cl 1.33625 -2.36905 3.10789 1.889
O 0.36849 -3.40091 3.38549 -0.784
O 2.51389 -0.13625 2.15870 -0.889
O 1.58700 -2.44736 1.51280 -0.833
C -2.14951 3.56303 -1.79268 -0.095
N -1.47733 2.67578 -2.71302 -0.421
C -2.44462 1.77252 -3.32558 -0.080
N -3.19104 1.01846 -2.31691 -0.394
C -3.89659 1.91134 -1.42367 -0.091
N -2.89562 2.78190 -0.77509 -0.137
C -2.09995 2.17240 0.21334 -0.505
P -0.93227 0.89730 -0.64055 1.014
C -0.37520 1.97118 -2.06009 -0.571
C -2.33343 0.08302 -1.59575 -0.578
H -2.85952 4.18121 -2.34025 0.231
H -1.42480 4.19961 -1.28811 0.231
H -1.91704 1.06902 -3.96673 0.227
H -3.14366 2.35126 -3.92884 0.219
H -4.44580 1.34954 -0.67063 0.225
H -4.58758 2.52936 -1.99385 0.232
H -2.70244 1.64300 0.95094 0.254
H -1.44520 2.88780 0.71471 0.278
H 0.15101 1.33342 -2.77218 0.265
H 0.34152 2.69246 -1.66874 0.251
H -2.94531 -0.50003 -0.90191 0.233
H -1.88686 -0.60696 -2.31612 0.259
O 0.02686 -2.86616 -2.44076 -0.474
C -0.38080 -2.71337 -1.32833 0.683
N 0.06462 -1.67420 -0.44917 -0.703
C -0.68833 -1.78885 0.69178 0.673
O -0.46905 -0.89505 1.59497 -0.632
C -1.65554 -2.87690 0.61080 -0.097
C -2.61618 -3.32987 1.49320 -0.154
C -3.44473 -4.35863 1.05756 -0.184
C -3.30010 -4.90380 -0.21392 -0.158
C -2.29698 -4.46360 -1.07718 -0.152
C -1.48437 -3.44744 -0.63529 -0.129
H -2.69245 -2.91527 2.48986 0.245
H -4.21009 -4.74529 1.71658 0.237
H -3.97475 -5.68735 -0.53200 0.236
H -2.15989 -4.89118 -2.06180 0.247
```

Properties
multiplicity: 3
LUMO energy (spin up / spin down): -3.95 / -6.56 eV
charge: +1
HOMO level (spin up / spin down): -11.0 / -12.0 eV
⟨S²⟩: 2.011